Entry 1:
ORCA calculation (ωB97M-V/def2-TZVPD) on 2 unconnected molecules or ions with the total composition C6H13N2 at a distorted geometry.

Summary:
Charge ... +1
HOMO-LUMO gap ... 11.075 eV
LUMO ... -3.3 eV

Geometry as XYZ:
```
21
Properties=species:S:1:pos:R:3:forces:R:3
C -0.325889 -0.707793 -0.262366 6.38 1.80 -0.66
C 2.085404 0.676253 0.577514 0.98 0.31 -0.66
C 2.769254 -0.589384 0.040992 -2.37 2.29 -0.10
C 1.632918 0.009866 -0.674374 -4.10 -1.51 2.13
C -0.998818 1.535805 -0.451781 -0.90 1.54 0.77
C -2.542487 -0.223690 0.295902 -4.21 -3.48 0.31
N -1.245039 0.166146 0.001217 1.14 -0.19 -1.44
N -0.177927 -1.988503 -0.052744 -6.19 -0.22 1.21
H 1.386233 0.474039 1.405436 0.83 0.70 -0.18
H 2.727094 1.600629 0.458755 -1.32 -0.95 0.65
H 3.616206 -0.368487 -0.466681 2.70 0.56 -1.62
H 2.904809 -1.408622 0.619811 -0.46 -2.65 1.57
H 1.560663 0.353928 -1.661591 0.25 0.47 -1.07
H -1.666671 2.267403 0.137815 0.90 -1.33 -0.92
H 0.024123 1.726473 -0.114217 -0.26 0.48 -0.88
H -1.237075 1.638789 -1.545127 0.59 0.01 1.06
H -3.280275 0.553953 0.122945 0.34 0.47 0.64
H -3.047598 -1.022772 -0.473611 1.73 1.33 1.69
H -2.602230 -0.669941 1.352761 -0.22 0.77 -1.52
H 0.562286 -2.460833 -0.450327 1.81 -1.06 -0.87
H -1.115976 -2.525471 0.076940 2.39 0.66 -0.10
```
Positions in Å, forces in eV/Å.

=====

Entry 2:
ORCA calculation (ωB97M-V/def2-TZVPD) on a gas-phase ion, C6H13N2 (charge +1) at a distorted geometry.

Summary:
SMILES ... C/[NH+]=C/[C@H]1[C@@H](C)N1C
Charge ... +1
HOMO-LUMO gap ... 9.023 eV
LUMO ... -4.4 eV

Geometry as XYZ:
```
21
Properties=species:S:1:pos:R:3:forces:R:3
C -1.040173 0.115977 0.329071 1.31 -0.09 -1.23
C 0.148647 -0.379234 -0.420948 -1.25 -2.01 -1.17
C 1.467522 0.276175 -0.697940 0.10 -0.26 -1.38
C 1.660937 1.723944 -0.767690 1.09 1.84 1.05
C -3.510290 0.217182 0.757546 1.82 -0.04 -0.24
C 2.151440 -1.728818 0.562863 4.09 2.71 -0.24
N -2.249237 0.063123 -0.118407 -1.61 0.68 0.60
N 1.378291 -0.536947 0.421755 -1.96 0.75 0.41
H -0.854434 0.544653 1.323303 -0.25 -0.39 -0.28
H -0.006245 -1.047215 -1.363251 -0.41 0.65 2.14
H 1.933066 -0.245089 -1.560994 -0.14 0.37 0.32
H 0.907413 2.454624 -0.427453 -0.06 -0.87 0.26
H 1.853286 2.005469 -1.782444 0.19 0.08 -0.67
H 2.579530 1.936774 -0.202964 -0.11 0.27 -0.18
H -4.161075 1.069344 0.626673 0.03 0.09 -1.15
H -3.930632 -0.744454 0.628234 -1.20 -0.65 -0.09
H -3.237829 0.300565 1.785306 0.75 -0.13 0.70
H 2.506540 -2.215287 -0.361478 -0.47 0.10 0.16
H 3.113018 -1.208962 1.065589 -1.65 -1.70 -1.09
H 1.792428 -2.370731 1.283234 -1.10 -1.48 1.31
H -2.502206 -0.231094 -1.080006 0.81 0.07 0.79
```
Positions in Å, forces in eV/Å.

=====

Entry 3:
ORCA calculation (ωB97M-V/def2-TZVPD) on a molecular structure, C6H13N2O at a distorted geometry.

Summary:
Charge ... +1
HOMO-LUMO gap ... 8.322 eV
LUMO ... -5.5 eV

Geometry as XYZ:
```
22
Properties=species:S:1:pos:R:3:forces:R:3
C 0.124911 -0.553971 0.042634 -2.42 -3.78 -0.55
C 0.465085 1.750179 -0.660313 0.98 0.67 0.59
C -0.993679 1.008401 1.420641 0.36 1.22 -0.94
C -1.748000 0.637532 -1.014165 0.06 1.70 0.66
C 2.063065 -2.001167 0.284436 -2.26 -2.36 0.51
C -0.494421 0.698668 -0.093964 -2.55 3.22 0.86
N -1.141531 -2.041707 -0.174264 1.79 -2.37 0.38
N 1.339654 -0.761945 0.173978 2.47 2.60 -0.82
O -0.709109 -3.135600 -0.137589 -1.02 3.87 -0.02
H 0.154262 2.833761 -0.520340 0.11 -1.54 -0.24
H 1.451213 1.654162 -0.131010 -0.64 0.70 -0.34
H 0.676658 1.518113 -1.715249 -0.21 0.36 0.22
H -1.084406 0.041066 1.940996 0.28 0.72 0.42
H -0.335388 1.839153 1.876832 -0.86 -1.83 -0.31
H -2.016144 1.421365 1.326741 0.57 -0.18 0.14
H -2.278621 1.645002 -1.178729 1.50 -1.29 -0.04
H -1.372109 0.148353 -1.867231 -0.15 -0.06 -1.84
H -2.533200 0.041220 -0.645459 -0.75 -0.97 0.79
H 1.960293 -2.283769 1.363745 0.36 -0.26 -1.02
H 3.076169 -1.835970 0.044894 1.03 0.02 -0.39
H 1.535675 -2.798026 -0.400437 1.47 1.54 1.46
H 1.859621 0.175177 0.063853 -0.12 -1.96 0.45
```
Positions in Å, forces in eV/Å.

=====

Entry 4:
ORCA calculation (ωB97M-V/def2-TZVPD) on a gas-phase ion, C6H13N2O (charge +1) at a distorted geometry.

Summary:
SMILES ... CC(C)/C=[NH+]\CCN=O
Charge ... +1
HOMO-LUMO gap ... 8.798 eV
LUMO ... -4.8 eV

Geometry as XYZ:
```
22
Properties=species:S:1:pos:R:3:forces:R:3
C 0.813660 1.156940 -1.602031 0.07 -3.22 0.73
C -0.605729 1.653478 -1.596809 -0.71 3.01 0.03
C 0.570584 0.346053 0.633403 -1.37 -2.29 0.33
C 0.960086 -2.066127 0.508537 -1.32 -0.13 2.67
C -1.126889 -1.025023 1.590753 2.38 -0.54 1.02
C -0.193800 -0.910600 0.343283 1.95 -1.48 0.45
N 1.267044 1.001119 -0.210238 -0.23 0.21 -0.74
N -1.233309 1.311214 -0.320081 -1.44 0.66 2.13
O -2.392632 1.519563 -0.063022 1.78 -0.04 -1.46
H 0.713503 0.104051 -1.992297 1.00 1.18 -0.14
H 1.598096 1.738443 -2.033329 -0.12 0.35 -1.07
H -0.599324 2.785290 -1.720398 -0.44 -1.27 0.23
H -1.233493 1.216415 -2.337209 -0.28 -0.17 -0.97
H 0.640388 0.466324 1.709546 0.60 0.70 -0.08
H 1.743158 -1.762242 1.333456 -1.63 -0.68 -1.47
H 1.476292 -2.283863 -0.377250 0.79 0.06 -1.37
H 0.439230 -3.060681 0.810302 0.88 1.85 -0.26
H -1.440607 -0.061107 1.863641 -0.16 1.59 0.59
H -0.574076 -1.491211 2.530389 -0.95 0.89 -2.17
H -2.052364 -1.471328 1.507614 -1.68 -1.78 -0.74
H -0.534766 -0.918817 -0.742763 -0.26 -0.35 1.77
H 1.764948 1.752110 0.164503 1.14 1.42 0.53
```
Positions in Å, forces in eV/Å.

=====

Entry 5:
ORCA calculation (ωB97M-V/def2-TZVPD) on a gas-phase ion, C6H13N2O (charge +1) at a distorted geometry.

Summary:
SMILES ... CC[N+]1=CN(C)C[C@@H]1O
Charge ... +1
HOMO-LUMO gap ... 10.658 eV
LUMO ... -3.2 eV

Geometry as XYZ:
```
22
Properties=species:S:1:pos:R:3:forces:R:3
C 0.493750 -0.042980 0.865882 0.24 -2.32 0.80
C -0.689516 -1.441981 -0.333437 -1.24 -2.16 -0.72
C -0.175127 -0.324093 -1.201214 -1.61 -1.19 -2.75
C -0.354433 2.829221 -0.277737 2.13 3.36 1.00
C -0.122936 -2.276875 2.006216 0.18 -1.73 -1.61
C 0.841487 1.872375 -0.582237 -2.89 1.29 -0.64
N -0.014171 -1.261195 0.919862 0.61 0.33 0.78
N 0.424721 0.526734 -0.303402 0.59 1.74 2.89
O 0.911100 -0.794146 -1.972669 -0.94 -0.13 -0.86
H 1.021514 0.272287 1.714096 0.61 1.18 0.89
H -1.727950 -1.346581 -0.089495 -0.97 0.17 -0.24
H -0.602443 -2.453325 -0.855452 0.37 1.23 0.95
H -1.064547 0.111743 -1.821704 1.83 -0.36 0.87
H -1.331102 2.464989 -0.480448 -0.70 -0.25 -0.60
H -0.338065 3.184697 0.783432 -0.07 -1.15 -0.28
H -0.159003 3.922163 -0.662392 -0.53 -2.29 -0.33
H -1.207495 -2.563044 2.157989 1.30 0.79 0.36
H 0.335218 -3.183034 1.541043 -0.55 0.38 0.08
H 0.553848 -2.222114 2.872018 -0.79 1.14 -0.10
H 1.663304 2.233285 -0.040284 1.36 -0.21 0.82
H 1.061702 1.862771 -1.620489 0.42 0.27 -0.94
H 0.480143 -1.370898 -2.619577 0.65 -0.07 -0.37
```
Positions in Å, forces in eV/Å.

=====

Entry 6:
ORCA calculation (ωB97M-V/def2-TZVPD) on a gas-phase ion, C6H13N2O2S (charge -1) at a distorted geometry.

Summary:
SMILES ... CC(C)(C)[C@@](S)(NN)C(=O)[O-]
Charge ... -1
HOMO-LUMO gap ... 7.789 eV
LUMO ... 3.3 eV

Geometry as XYZ:
```
24
Properties=species:S:1:pos:R:3:forces:R:3
C -1.744747 -1.050696 -0.132934 -1.16 -1.44 0.03
C 0.745693 -0.711353 1.301434 0.25 0.97 0.61
C -0.391739 1.417336 1.384637 1.46 3.21 1.77
C 1.543767 1.227830 -0.058440 -0.06 -0.78 -0.91
C -0.630022 -0.104970 -0.672232 0.12 1.65 -0.06
C 0.273765 0.444124 0.453249 1.21 0.65 -0.99
N 0.804161 -1.888916 -1.509743 1.64 1.33 -0.91
N 0.145015 -0.647170 -1.782678 -1.61 0.69 -1.82
O -2.876777 -0.564046 0.054558 0.27 0.17 0.39
O -1.444175 -2.279840 0.029815 0.25 1.18 -0.42
S -1.495059 1.436371 -1.396806 0.70 -0.82 -0.34
H 1.557104 -1.216709 0.821146 0.12 -0.72 -0.39
H 1.199807 -0.121751 2.114975 -0.27 -1.19 0.63
H -0.129154 -1.349165 1.479530 0.79 -0.08 0.76
H -0.579009 2.505042 1.055114 0.33 -1.75 -0.38
H -1.353610 1.116636 1.786744 0.16 -0.46 0.59
H 0.512962 1.644515 2.161573 -2.71 -0.72 -0.91
H 1.290289 1.811401 -0.958872 0.13 -0.21 0.31
H 1.931849 1.929828 0.691227 -0.23 -0.24 0.02
H 2.371197 0.524952 -0.309457 -0.60 0.42 -0.01
H 1.065226 -2.267381 -2.404833 0.64 0.36 -0.54
H 0.117147 -2.502854 -1.248230 -2.29 -2.04 1.69
H -0.616771 -0.746831 -2.525787 1.38 -0.26 1.01
H -2.296921 1.393649 -0.333990 -0.50 0.09 -0.15
```
Positions in Å, forces in eV/Å.

=====

Number 4 is which compound? C6H13N2O